H3N3O2 | wB97M-V/def2-TZVPD

Computed properties:
E_LUMO (alpha / beta) = 0.8 / 0.1 eV
HOMO (alpha / beta) = -7.3 / -8.2 eV
charge = 0
gap between HOMO and LUMO (alpha / beta) = 8.057 / 8.258 eV

Geometry as XYZ:
```
8
Properties=species:S:1:pos:R:3:forces:R:3
N -2.2447 -0.5800 -0.0354 0.5 3.0 0.7
N 0.6908 -0.2785 -0.5381 0.2 -0.8 -2.2
N 0.2200 0.8488 -0.0008 1.7 -0.8 1.8
H 0.5124 1.0856 0.9541 -0.1 0.2 -0.6
O -2.0175 0.5449 0.2340 -1.8 -3.3 -0.6
H 1.6009 -1.9225 -0.2586 -1.1 1.6 1.1
H 0.0895 1.5540 -0.7057 0.2 0.1 0.2
O 1.1485 -1.2523 0.3505 0.4 0.1 -0.3
```
Forces are in eV/Å.

Mulliken population analysis, charges in e, atoms 1 to 5: 0.108, -0.278, -0.244, 0.242, -0.137